# 1
Molecular formula: C21H25ClFN5O2
Method: DFT, wB97M-V/def2-TZVPD

**Energy above the lowest of the compared OMol25 structures with the same formula, charge and spin**: 444.47 kcal/mol
**Spin multiplicity**: 1

Atoms and positions in Å:
C  -3.34288  -0.19552  1.59985
H  -4.16327  0.24985  1.16061
H  -3.48076  -0.87527  2.21458
H  -2.76246  0.54753  1.98335
C  -2.63241  -1.00210  0.17902
N  -1.65802  -1.81770  0.82207
C  -1.03611  -2.52219  -0.17542
C  -1.95651  -3.22785  -1.24595
C  -3.09683  -2.32765  -1.75083
C  -3.64484  -1.67765  -0.48759
H  -4.52151  -0.75357  -0.81256
H  -4.24634  -2.27053  0.08296
H  -3.77115  -3.12004  -2.30416
H  -2.60208  -1.53427  -2.31436
H  -2.37049  -4.01967  -0.58882
H  -1.48603  -3.78622  -1.81279
H  -0.11380  -3.17910  0.12135
H  -0.52185  -1.71852  -0.94985
C  -0.53207  -1.11979  1.67513
C  0.61931  -0.63011  1.31459
N  1.61716  -1.48320  0.82412
C  2.55281  -0.57642  0.68057
C  2.27059  0.76692  0.63908
N  0.90101  0.67896  1.18231
C  0.19574  1.99812  0.98361
C  -0.78425  2.15932  0.19165
C  -2.01278  2.60026  0.63440
C  -3.02199  3.31041  -0.23126
C  -3.02742  2.83155  -1.43785
C  -1.77816  2.20754  -1.96023
C  -0.77176  2.00231  -1.21879
Cl  0.57062  1.10438  -1.99502
H  -1.67933  2.07098  -3.06256
H  -3.76476  3.01061  -2.24797
H  -3.95777  3.57471  0.21614
F  -2.09822  3.27035  1.98968
H  0.94580  2.66309  1.04629
H  -0.26804  1.80281  2.48214
C  3.13561  1.77438  0.26927
O  2.79394  3.05238  0.39838
N  4.48494  1.18581  0.00986
C  4.69062  0.01373  0.00718
O  5.84850  -0.39789  -0.56812
N  3.87102  -1.16991  0.15412
C  4.21476  -2.35717  -0.00011
H  3.60735  -3.08304  0.31555
H  4.75656  -2.76853  -0.88786
H  5.26283  -2.74787  0.81606
C  5.39327  2.38295  -0.61786
H  5.41396  3.00760  0.39164
H  6.31341  1.85068  -0.86773
H  4.98771  2.93544  -1.38050
H  -0.15630  -2.02428  2.25762
H  -1.04442  -0.57214  2.48058
H  -2.14293  -0.09442  -0.20557

Force components x, y, z for each atom (eV/Å):
C 2.025 2.424 -8.686
H -2.209 0.800 -0.380
H -1.811 -6.385 5.785
H 1.943 1.971 0.912
C 1.529 5.959 7.569
N 1.470 0.175 1.643
C 4.392 -0.644 -5.795
C -4.591 3.817 8.919
C 0.361 -2.581 -0.037
C -4.357 2.951 -5.545
H 2.495 -2.541 0.665
H -1.173 -2.029 1.796
H 0.803 2.393 0.657
H -0.577 -0.155 -0.765
H -0.826 0.132 -0.223
H 5.007 -4.368 -6.319
H -2.026 0.990 -0.185
H -0.346 -1.261 1.564
C -8.865 -5.895 5.013
C 6.147 2.689 -5.454
N -1.875 2.941 3.092
C 5.240 -4.767 -4.228
C -2.625 -3.046 2.139
N 3.313 1.602 -3.318
C 4.441 -6.161 13.296
C -9.376 1.150 -5.721
C -0.790 6.110 1.464
C 0.398 -3.387 4.462
C 2.165 -1.008 -5.795
C -5.809 2.171 -4.039
C 4.565 -2.607 2.022
Cl -0.261 0.696 0.528
H -0.357 -0.192 1.099
H 0.216 0.046 1.041
H -0.052 0.938 0.482
F 0.311 -2.478 -2.791
H 2.398 2.599 0.132
H 0.633 1.639 -3.959
C -0.198 4.307 2.242
O 2.663 -5.172 -1.497
N -5.760 14.958 -0.716
C 8.968 -15.844 -5.882
O -2.945 1.705 2.507
N -5.960 15.651 3.249
C 9.168 -8.665 0.281
H -3.239 -2.256 1.055
H -0.863 1.272 -0.072
H -2.528 1.323 -1.683
C 1.019 -2.528 6.043
H 0.582 -0.874 -2.591
H -0.111 0.412 0.163
H -1.662 0.717 -1.768
H -0.873 0.609 -0.487
H 0.086 0.264 -0.595
H -0.274 -0.566 -1.288

=====

# 2
Molecular formula: C15H32AlAsF12NO21S7
Method: DFT, wB97M-V/def2-TZVPD

**Spin multiplicity**: 1
**Net charge**: +1

Atoms and positions in Å:
Al  16.79333  27.21665  22.63345
C  14.49584  31.12603  20.62073
F  14.73281  30.95055  19.34353
F  14.15679  32.35146  20.92688
F  13.56438  30.25832  20.96351
S  16.01594  30.68402  21.70619
O  16.73159  31.94438  21.91729
O  15.53594  29.95950  22.89349
N  16.86168  29.40756  20.78766
S  17.86098  30.26754  20.03165
O  17.28663  31.41255  19.29585
O  19.05281  30.45122  20.80010
C  18.42566  29.01421  18.65213
F  17.37193  28.47485  18.03034
F  19.22819  29.56270  17.76295
F  19.00346  27.90013  19.22402
As  13.87921  26.84303  19.78990
F  12.57031  27.93008  19.19233
F  14.26262  27.87815  21.19832
F  15.10801  25.66376  20.45899
F  13.60537  25.73834  18.42570
F  15.08494  27.53115  18.76491
F  12.55201  25.98679  20.67292
O  11.12562  21.78470  20.14791
S  10.34948  21.94003  18.89317
O  9.55475  20.80085  18.37025
O  9.31900  23.20697  18.97378
C  9.55744  24.30231  19.78783
C  8.49661  24.38738  20.91714
C  11.40940  22.72294  17.54096
H  9.58645  25.27904  19.30487
H  10.51859  24.22697  20.29637
H  7.50308  24.69243  20.58858
H  8.62753  25.32013  21.46571
H  8.53191  23.45608  21.48241
H  11.65253  23.72700  17.88858
H  10.89289  22.74046  16.58126
H  12.35719  22.18987  17.46590
O  15.15695  24.75878  22.96067
S  14.36340  23.51879  23.23888
O  14.70020  22.61832  24.35011
O  12.75409  23.98970  23.44891
C  11.65519  23.04357  23.54238
C  10.67830  23.61097  24.55993
C  14.16749  22.52723  21.66433
H  11.94902  22.10479  24.01190
H  11.20429  22.95339  22.55412
H  10.74772  24.69852  24.53702
H  10.88778  23.30474  25.58484
H  9.68644  23.17572  24.43806
H  13.26543  21.93773  21.50040
H  14.99246  21.83877  21.48117
H  14.07532  23.31328  20.91486
O  14.15825  27.36891  23.76296
S  12.83062  27.39742  24.36962
O  12.34840  26.20758  25.12019
O  12.73086  28.76202  25.34500
C  11.71528  28.90295  26.29849
C  12.23760  29.91396  27.27980
C  11.66941  27.95493  22.98262
H  11.65763  27.94202  26.80973
H  10.72063  29.13611  25.91844
H  12.51523  30.75575  26.64545
H  13.09953  29.56910  27.85097
H  11.42028  30.33883  27.86253
H  10.68417  28.16244  23.40015
H  11.48878  27.17555  22.24232
H  12.05534  28.86766  22.52864
C  12.56509  31.16742  16.30033
C  13.58837  30.07174  16.26804
O  13.24252  29.20569  15.22447
S  11.52629  29.12578  15.07890
O  10.88145  27.90856  15.63016
O  11.11810  29.49144  13.74458
O  11.31503  30.52105  16.03518
H  12.84640  31.86691  15.51313
H  12.44693  31.58276  17.30114
H  13.61124  29.66711  17.27989
H  14.61804  30.34954  16.04283
C  10.27725  29.69062  19.11439
C  9.18196  30.74655  19.43848
O  8.03554  30.05683  19.81879
S  8.33448  28.49576  20.29043
O  7.23644  27.61823  19.87068
O  8.61360  28.45347  21.72205
O  9.69837  28.35613  19.35668
H  11.06881  29.79332  19.85667
H  10.69813  29.75352  18.11091
H  9.04919  31.43972  18.60781
H  9.31440  31.51958  20.19544

Force components x, y, z for each atom (eV/Å):
Al -2.414 0.255 -0.539
C -0.782 -1.134 -0.349
F 0.264 0.569 -0.080
F 0.294 -0.265 -0.157
F -0.135 0.561 0.382
S -0.403 1.067 4.280
O -1.065 -2.711 -0.745
O 0.811 0.542 -2.074
N -3.413 -0.084 2.426
S 4.793 1.510 -6.507
O 0.587 -2.196 1.556
O -0.025 0.292 0.644
C -0.685 -2.172 -0.227
F 0.006 1.248 0.126
F -0.211 0.102 0.934
F 0.144 1.849 0.178
As -2.048 -2.540 -1.228
F 1.870 -0.506 0.797
F 0.193 -0.609 -1.063
F -0.730 1.466 -0.326
F -0.072 0.550 1.238
F -0.057 0.792 0.940
F 1.656 0.809 -0.333
O -1.403 0.653 -2.280
S -0.295 -1.268 -0.911
O 2.056 2.988 1.380
O -0.070 -1.618 -0.758
C 0.106 1.342 2.573
C -0.107 0.717 -0.732
C 0.115 -0.560 1.053
H -0.202 -0.315 -0.939
H 0.222 -0.260 -0.116
H -0.270 -1.084 -0.680
H 1.047 -0.264 0.732
H -0.306 0.343 0.287
H -0.240 0.033 0.063
H -0.262 -0.154 0.370
H -0.219 -0.321 0.059
O -1.370 -2.556 0.844
S -1.630 -0.676 0.623
O -0.135 1.872 -1.981
O 2.594 0.054 -0.676
C 0.000 -0.202 1.102
C -0.181 0.206 0.488
C 0.107 0.869 -0.415
H 0.573 -0.252 -0.809
H 0.169 -0.171 -0.040
H -0.674 -0.120 -0.120
H 0.683 0.065 -0.029
H -0.160 0.454 -0.615
H -0.368 0.148 1.155
H 0.369 0.511 0.381
H 0.487 0.070 -0.089
O -0.402 0.383 0.929
S -1.740 -0.468 0.692
O 1.121 3.206 -1.675
O 1.593 -1.637 -3.035
C -0.475 -1.574 2.098
C -0.441 1.214 -0.844
C -0.195 -0.425 0.818
H -0.439 -0.135 0.023
H 0.210 0.249 -0.493
H 0.507 0.260 0.201
H -0.302 0.026 0.041
H 0.135 -0.448 0.473
H 0.153 0.041 0.493
H 0.669 -0.184 0.157
H 0.366 -0.256 0.246
C 0.084 0.051 -0.564
C 0.963 0.017 1.156
O -2.937 -1.188 -0.408
S -0.885 -0.307 -0.201
O 2.341 3.417 -0.423
O 1.137 -0.380 1.508
O 0.028 -1.942 -0.752
H -0.677 0.484 0.146
H 0.259 0.387 -0.262
H -0.101 -1.114 -0.157
H -0.160 0.540 -0.044
C 0.107 -0.050 1.626
C 0.653 1.000 -0.456
O -1.245 -2.266 0.292
S -1.369 -0.159 -0.037
O 2.766 1.968 0.119
O 0.523 0.376 -2.090
O -1.533 0.775 0.755
H 0.209 -0.057 -0.223
H -0.483 -0.330 0.092
H -0.797 -0.769 -0.757
H 1.142 -0.607 0.766

=====

no.,highest occupied orbital energy (eV),Kohn-Sham gap (eV)
1,-8.3,7.762
2,-12.9,1.607